Here is a 2-piece molecular cluster, C4H7NO2 overall at a distorted geometry from the OMol25 dataset. Energies are from ωB97M-V/def2-TZVPD.

## Properties
**Structure (SMILES)**: [H]/N=C/C(=O)O.C=C
**Largest force on an atom**: 0.0506 hartree/bohr
**Energy**: -361.763003 a.u.
**2S+1**: 1
**Energy above the lowest of the compared OMol25 structures with the same formula, charge and spin**: 309.4 kJ/mol

Each line ends with the natural charge from an NBO analysis.
Positions of all 14 atoms, in Å:
C -4.248830 0.168553 -0.694772  -0.374
C -3.391672 -0.062693 -1.700197  -0.392
C 3.019431 -0.898763 1.471589  0.733
C 2.768673 0.639707 1.383800  0.017
O 2.593863 -1.544033 0.379088  -0.682
N 2.486705 1.123593 0.241951  -0.592
O 3.759772 -1.378753 2.287035  -0.522
H 2.739149 -0.923767 -0.371216  0.510
H 2.876571 2.054765 0.095927  0.359
H -4.506737 -0.548053 0.069056  0.191
H -5.076357 0.854699 -0.805379  0.185
H -2.855372 -0.999249 -1.761350  0.194
H -3.631861 0.376629 -2.659921  0.195
H 3.466662 1.137365 2.064390  0.177

Cartesian forces, eV/Å:
-0.62 -0.75 -1.15
-1.93 -0.77 0.27
0.22 0.68 -0.26
2.39 -0.52 -0.87
0.41 -0.19 -0.42
0.15 -0.66 0.27
-1.04 0.39 -0.07
-0.83 -0.24 0.43
-0.60 0.21 0.39
0.96 -0.07 0.62
0.33 0.69 -0.12
0.56 0.19 0.32
0.71 0.71 0.06
-0.70 0.31 0.52